one) Formula: C18H19AgNO10
Source: the Open Molecules 2025 dataset
Level of theory: ωB97M-V/def2-TZVPD

XYZ file:
```
49
Properties=species:S:1:pos:R:3
Ag -0.607 0.640 0.258
C 0.007 1.092 -6.159
C -0.428 1.325 -4.763
C -0.540 2.867 -4.266
O -0.778 3.034 -3.050
C -0.074 3.913 -5.128
C 0.280 3.617 -6.397
C 0.398 2.154 -6.934
O 0.949 1.887 -8.113
O 0.522 4.610 -7.146
O -0.678 0.480 -3.917
H 0.056 0.088 -6.555
H -0.124 4.915 -4.728
C 4.301 -3.559 0.692
C 3.507 -2.419 0.441
C 4.205 -1.165 -0.248
O 3.505 -0.158 -0.318
C 5.560 -1.315 -0.750
C 6.220 -2.476 -0.514
C 5.559 -3.649 0.205
O 6.152 -4.758 0.497
O 7.334 -2.542 -1.201
O 2.371 -2.262 0.815
H 3.765 -4.341 1.208
H 5.992 -0.516 -1.334
C 0.542 0.861 4.098
O -0.680 1.046 3.288
C -1.692 1.689 3.984
C -2.839 1.969 3.003
N -3.308 0.872 2.148
C -3.871 -0.217 3.025
C -4.044 -1.501 2.215
O -2.892 -1.657 1.366
C -2.745 -2.964 0.820
H 0.860 1.864 4.381
H 1.393 0.525 3.507
H 0.308 0.238 4.961
H -1.323 2.616 4.422
H -1.984 1.106 4.857
H -2.418 2.734 2.352
H -3.718 2.345 3.527
H -4.115 1.293 1.710
H -4.781 0.139 3.508
H -3.139 -0.606 3.734
H -4.963 -1.418 1.634
H -4.067 -2.373 2.869
H -3.249 -3.106 -0.136
H -3.053 -3.790 1.462
H -1.678 -3.126 0.667
```

Calculated values
Total charge: -2
2S+1: 2


two) Formula: C18H19AgNO10
Source: the Open Molecules 2025 dataset
Level of theory: ωB97M-V/def2-TZVPD

XYZ file:
```
49
Properties=species:S:1:pos:R:3
Ag 0.073 -0.387 -0.120
C 5.351 2.932 1.436
C 6.736 2.917 1.004
C 7.075 2.328 -0.329
O 8.164 2.696 -0.801
C 6.030 1.482 -0.958
C 4.802 1.321 -0.489
C 4.471 2.009 0.867
O 3.350 1.712 1.511
O 3.957 0.652 -1.263
O 7.605 3.504 1.656
H 5.002 3.534 2.262
H 6.423 1.009 -1.846
C -5.483 1.654 -1.702
C -4.024 1.596 -1.654
C -3.100 2.820 -1.969
O -1.889 2.586 -1.701
C -3.822 3.985 -2.498
C -5.195 4.014 -2.693
C -5.998 2.801 -2.194
O -7.290 2.897 -2.039
O -5.627 5.149 -3.168
O -3.532 0.525 -1.298
H -6.051 0.835 -1.288
H -3.230 4.866 -2.701
C -0.642 -2.875 -2.460
O -0.023 -2.800 -1.128
C 0.266 -4.069 -0.646
C 1.092 -3.756 0.722
N 0.312 -2.838 1.554
C -1.024 -3.131 1.915
C -1.495 -2.005 2.886
O -1.367 -0.687 2.189
C -1.676 0.494 2.990
H -0.174 -3.548 -3.179
H -0.491 -1.943 -3.004
H -1.684 -3.166 -2.325
H 0.861 -4.555 -1.419
H -0.514 -4.789 -0.399
H 2.052 -3.272 0.545
H 1.189 -4.688 1.280
H 0.699 -2.870 2.487
H -1.061 -4.137 2.334
H -1.619 -3.007 1.010
H -0.782 -1.904 3.704
H -2.490 -2.107 3.317
H -1.066 0.264 3.863
H -2.737 0.517 3.241
H -1.424 1.434 2.499
```

Calculated values
Total charge: -2
2S+1: 2


Energy relative to the most stable one, in kcal/mol: one) 4.4; two) 0.0


one) Formula: CH4N2
Source: the Open Molecules 2025 dataset
Level of theory: ωB97M-V/def2-TZVPD

XYZ file:
```
7
Properties=species:S:1:pos:R:3
C 0.149 0.466 0.042
H -1.059 -1.102 0.392
H -1.610 0.399 0.499
H 0.250 1.535 0.022
H 0.794 -1.221 0.101
N -1.113 -0.158 -0.162
N 1.217 -0.186 -0.020
```

Calculated values
Total charge: 0
SMILES: [H]/N=C\N
2S+1: 1


two) Formula: CH4N2
Source: the Open Molecules 2025 dataset
Level of theory: ωB97M-V/def2-TZVPD

XYZ file:
```
7
Properties=species:S:1:pos:R:3
C 0.403 0.368 0.036
H -1.432 -0.145 0.787
H -1.461 0.051 -0.752
H 0.421 1.468 -0.015
H 1.375 -1.216 -0.014
N -0.835 -0.322 -0.024
N 1.530 -0.204 -0.018
```

Calculated values
Total charge: 0
SMILES: [H]/N=C\N
2S+1: 1


Energy relative to the most stable one, in kcal/mol: one) 11.7; two) 0.0


one) Formula: C2H9O3
Source: the Open Molecules 2025 dataset
Level of theory: ωB97M-V/def2-TZVPD

XYZ file:
```
14
Properties=species:S:1:pos:R:3
C 0.178 0.453 1.376
O -0.027 -0.230 0.217
C 1.538 0.383 2.165
H -0.169 1.508 1.453
H -0.602 -0.019 2.063
H 2.411 0.272 1.653
H 1.663 1.231 2.874
H 1.445 -0.593 2.740
H 0.711 -0.595 -1.530
H 1.455 0.273 -2.551
O 0.936 -0.529 -2.510
H -2.304 0.619 -1.349
H -1.623 -0.408 -0.712
O -2.569 -0.154 -0.942
```

Calculated values
Total charge: -1
2S+1: 1


two) Formula: C2H9O3
Source: the Open Molecules 2025 dataset
Level of theory: ωB97M-V/def2-TZVPD

XYZ file:
```
14
Properties=species:S:1:pos:R:3
C 1.486 0.561 0.390
O 0.273 1.037 0.912
C 2.010 1.405 -0.744
H 2.217 0.543 1.224
H 1.367 -0.483 0.063
H 2.094 2.464 -0.494
H 2.970 1.035 -1.118
H 1.358 1.357 -1.625
H -3.261 -1.399 -0.216
H -3.273 -2.855 0.101
O -3.840 -2.183 -0.307
H -1.397 -1.264 0.931
H -0.451 0.362 0.614
O -1.554 -0.579 0.270
```

Calculated values
Total charge: -1
2S+1: 1


Energy relative to the most stable one, in kcal/mol: one) 18.4; two) 0.0


one) Formula: C4H6I4S
Source: the Open Molecules 2025 dataset
Level of theory: ωB97M-V/def2-TZVPD

XYZ file:
```
15
Properties=species:S:1:pos:R:3
C -1.309 -0.141 -1.620
C 1.345 -0.100 1.613
C -1.561 -1.002 -0.439
C 1.645 -0.927 0.459
S -0.386 -2.222 -0.067
I -3.316 -2.260 -0.879
I -2.187 0.290 1.287
I 2.163 0.027 -1.307
I 3.144 -2.489 0.931
H -2.160 0.270 -2.076
H -0.639 0.601 -1.172
H -0.710 -0.620 -2.388
H 1.032 -0.582 2.464
H 0.606 0.726 1.530
H 2.131 0.516 2.085
```

Calculated values
Total charge: 0
2S+1: 1


two) Formula: C4H6I4S
Source: the Open Molecules 2025 dataset
Level of theory: ωB97M-V/def2-TZVPD

XYZ file:
```
15
Properties=species:S:1:pos:R:3
C -1.182 0.504 -1.395
C 1.760 -0.734 1.388
C -1.994 0.252 -0.207
C 2.622 -0.577 0.468
S -1.645 1.474 1.150
I -1.712 -1.795 0.499
I -4.132 0.378 -0.736
I 2.851 1.394 -0.406
I 3.949 -2.094 -0.255
H -1.794 0.801 -2.326
H -0.539 1.369 -1.276
H -0.537 -0.343 -1.671
H -0.395 1.130 1.383
H 0.959 -0.069 1.461
H 1.789 -1.689 1.924
```

Calculated values
Total charge: 0
2S+1: 1


Energy relative to the most stable one, in kcal/mol: one) 12.4; two) 0.0


one) Formula: C8H8O3
Source: the Open Molecules 2025 dataset
Level of theory: ωB97M-V/def2-TZVPD

XYZ file:
```
19
Properties=species:S:1:pos:R:3
C -0.586 0.935 -2.266
C -0.181 0.434 -1.264
C -1.389 0.601 1.294
C 1.190 0.422 0.859
C -0.284 -1.562 0.224
C -1.807 -1.600 0.535
C 0.184 -0.132 -0.016
C 1.436 1.932 0.782
O -1.448 1.643 1.822
O 1.785 -0.261 1.645
O -2.184 -0.466 1.364
H -1.039 1.203 -3.223
H 0.399 -1.809 1.097
H -0.259 -2.176 -0.599
H -2.493 -1.512 -0.390
H -2.075 -2.543 1.179
H 2.174 2.395 1.451
H 0.590 2.592 1.158
H 1.672 2.153 -0.273
```

Calculated values
Total charge: 0
2S+1: 1


two) Formula: C8H8O3
Source: the Open Molecules 2025 dataset
Level of theory: ωB97M-V/def2-TZVPD

XYZ file:
```
19
Properties=species:S:1:pos:R:3
C 1.094 0.976 1.145
C 0.574 1.970 0.400
C 0.827 -0.429 1.013
C -0.068 -0.791 0.106
C -0.991 0.392 -0.844
C -2.149 -0.058 -1.385
C 0.482 -2.560 1.294
C -0.158 1.651 -0.904
O 1.224 -1.485 1.764
O -0.388 -2.124 0.310
O 0.864 1.555 -1.996
H 1.755 1.282 1.924
H 0.752 2.992 0.578
H -2.692 0.668 -1.991
H -2.520 -0.966 -1.090
H 1.196 -3.249 0.831
H -0.028 -2.947 2.161
H -1.028 2.419 -1.176
H 1.254 0.703 -2.139
```

Calculated values
Total charge: 0
SMILES: C=C1C2=C(C=C[C@H]1O)OCO2
2S+1: 1


Energy relative to the most stable one, in kcal/mol: one) 0.0; two) 6.5


one) Formula: C8H8O3
Source: the Open Molecules 2025 dataset
Level of theory: ωB97M-V/def2-TZVPD

XYZ file:
```
19
Properties=species:S:1:pos:R:3
C 2.012 0.998 1.862
C 0.933 0.587 0.889
C 1.199 0.497 -0.462
C 0.263 -0.086 -1.362
C -0.974 -0.578 -0.854
C -2.044 -1.003 -1.749
C -1.240 -0.415 0.520
C -0.305 0.115 1.390
H 2.914 1.552 1.409
H 2.470 0.043 2.296
H 1.588 1.574 2.684
H 2.118 0.919 -0.840
H 1.504 0.158 -2.761
H -1.824 -0.954 -2.853
H -2.951 -1.230 0.350
H -0.608 0.146 2.434
O 0.571 -0.193 -2.675
O -3.187 -1.290 -1.354
O -2.439 -0.838 1.077
```

Calculated values
Total charge: 0
SMILES: Cc1cc(O)c(C=O)c(O)c1
2S+1: 1


two) Formula: C8H8O3
Source: the Open Molecules 2025 dataset
Level of theory: ωB97M-V/def2-TZVPD

XYZ file:
```
19
Properties=species:S:1:pos:R:3
C 3.641 -0.025 0.136
C 2.165 -0.556 -0.089
C -0.071 0.384 -0.032
C -0.763 1.622 -0.068
C -2.197 1.613 -0.153
C -2.803 0.306 -0.101
C -2.163 -0.867 0.032
C -0.689 -0.832 0.099
H 4.365 -0.643 -0.021
H 3.625 0.926 -0.728
H 3.942 0.452 1.399
H -0.043 2.567 -0.358
H -2.560 2.398 -0.251
H -3.958 0.359 -0.086
H -2.479 -2.745 0.430
H -0.343 -1.743 0.134
O 1.901 -1.665 -0.492
O 1.299 0.507 0.111
O -2.871 -2.056 0.038
```

Calculated values
Total charge: 0
2S+1: 1


three) Formula: C8H8O3
Source: the Open Molecules 2025 dataset
Level of theory: ωB97M-V/def2-TZVPD

XYZ file:
```
19
Properties=species:S:1:pos:R:3
C -2.519 -0.449 1.505
C -1.304 -0.148 0.634
C -1.444 -0.533 -0.706
C -0.517 -0.427 -1.695
C 0.804 -0.008 -1.260
C 1.032 0.330 0.026
C -0.032 0.268 0.944
C 2.307 0.665 0.650
H -2.283 -0.229 2.574
H -3.333 0.092 1.138
H -2.719 -1.531 1.475
H -2.373 -1.062 -0.946
H -0.694 -0.748 -2.697
H 1.185 0.228 -3.107
H 0.124 0.753 1.895
H 4.092 0.780 0.359
O 1.707 0.259 -2.303
O 3.341 0.778 -0.271
O 2.627 0.981 1.788
```

Calculated values
Total charge: 0
SMILES: Cc1ccc(O)c(C(=O)O)c1
2S+1: 1


four) Formula: C8H8O3
Source: the Open Molecules 2025 dataset
Level of theory: ωB97M-V/def2-TZVPD

XYZ file:
```
19
Properties=species:S:1:pos:R:3
C -2.913 -0.081 0.014
C -1.466 -0.629 -0.160
C 0.827 0.144 0.001
C 1.364 -1.071 -0.262
C 2.667 -1.258 -0.201
C 3.542 -0.186 -0.035
C 2.963 1.151 0.289
C 1.619 1.160 0.314
H -2.168 1.228 -1.223
H -1.443 -1.290 -0.915
H -1.137 -1.502 0.666
H 0.688 -1.785 -0.429
H 2.940 -2.103 -0.020
H 4.566 -0.275 -0.053
H 3.871 1.875 0.441
H 1.114 2.284 0.268
O -3.205 0.898 -0.719
O -3.722 -0.551 0.880
O -0.578 0.427 0.027
```

Calculated values
Total charge: 0
SMILES: O=C(O)COc1ccccc1
2S+1: 1


Energy relative to the most stable one, in kcal/mol: one) 0.0; two) 99.7; three) 4.6; four) 108.0


one) Formula: C3H6INOS
Source: the Open Molecules 2025 dataset
Level of theory: ωB97M-V/def2-TZVPD

XYZ file:
```
13
Properties=species:S:1:pos:R:3
C 0.826 -0.770 0.320
C -0.062 -1.579 1.271
C 0.644 1.422 -0.714
N 0.194 0.436 0.103
O 1.862 -1.151 -0.119
S -2.649 0.074 -0.362
I -2.672 1.622 -2.024
H -0.280 -0.889 2.047
H 0.534 -2.323 1.573
H -0.822 -2.074 0.699
H -0.201 1.862 -1.342
H 1.037 2.378 -0.177
H 1.589 0.993 -1.275
```

Calculated values
Total charge: 0
2S+1: 1


two) Formula: C3H6INOS
Source: the Open Molecules 2025 dataset
Level of theory: ωB97M-V/def2-TZVPD

XYZ file:
```
13
Properties=species:S:1:pos:R:3
C -0.344 -0.379 0.617
C -0.259 -0.152 -0.838
C 0.981 -0.056 0.012
N 0.832 2.864 -0.237
O 1.632 1.862 1.878
S 1.608 1.744 0.460
I 1.616 0.863 -3.854
H -0.689 0.325 1.258
H -0.585 -1.405 0.827
H -0.172 -1.038 -1.575
H -0.633 0.764 -1.129
H 1.799 -0.745 -0.119
H 0.421 2.713 -1.162
```

Calculated values
Total charge: 0
2S+1: 1


Energy relative to the most stable one, in kcal/mol: one) 0.0; two) 13.9


one) Formula: C8H14NP
Source: the Open Molecules 2025 dataset
Level of theory: ωB97M-V/def2-TZVPD

XYZ file:
```
24
Properties=species:S:1:pos:R:3
C 2.791 -0.068 -0.495
C 0.333 1.149 0.562
C -1.991 1.082 -0.592
C -2.081 -0.541 -0.645
C -1.090 1.512 0.557
C -0.727 -1.127 -0.994
C 0.346 -1.829 1.595
C 3.401 1.039 -0.662
N 2.021 -0.970 -0.358
P 0.488 -0.480 0.279
H 1.119 1.916 0.628
H -1.448 1.352 -1.496
H -3.022 1.561 -0.557
H -2.165 -0.975 0.272
H -2.832 -0.678 -1.414
H -0.889 2.639 0.445
H -1.755 1.209 1.358
H -0.827 -2.160 -1.022
H -0.358 -0.847 -2.001
H 0.608 -1.540 2.654
H -0.664 -2.221 1.735
H 1.021 -2.754 1.375
H 3.835 1.276 0.278
H 3.885 1.455 -1.501
```

Calculated values
Total charge: 0
2S+1: 1


two) Formula: C8H14NP
Source: the Open Molecules 2025 dataset
Level of theory: ωB97M-V/def2-TZVPD

XYZ file:
```
24
Properties=species:S:1:pos:R:3
C 0.620 2.781 -0.160
C -0.407 2.002 0.417
C 1.355 1.960 -0.972
C -0.220 0.736 -0.056
C 2.398 -1.160 -0.751
C -3.053 -0.399 0.561
C -0.911 -1.738 1.722
C 1.330 -0.456 -1.586
N 0.820 0.708 -0.917
P -1.498 -1.248 0.030
H 0.782 3.831 -0.004
H -1.168 2.339 1.092
H 2.215 2.164 -1.582
H 3.253 -0.504 -0.597
H 2.734 -2.068 -1.247
H 1.986 -1.424 0.220
H -3.802 -1.143 0.847
H -3.436 0.181 -0.277
H -2.853 0.263 1.405
H 0.093 -2.156 1.656
H -1.575 -2.500 2.132
H -0.898 -0.877 2.382
H 0.491 -1.138 -1.760
H 1.745 -0.154 -2.553
```

Calculated values
Total charge: 0
2S+1: 1


Energy relative to the most stable one, in kcal/mol: one) 63.5; two) 0.0